Molecular formula: C29H32IN5O2Rh
Method: DFT, ωB97M-V/def2-TZVPD

Output
* net charge: +3
* F_max: 2.86 eV/Å
* frontier orbital gap: 0.2213 Ha

Element x y z (Å)
Rh  -0.833411  -0.721856  -0.092680
C  4.968589  -0.543756  4.080720
C  3.954989  -0.585856  3.008420
C  4.315189  -0.860856  1.677720
C  3.383989  -0.835656  0.661320
C  3.801789  -1.145756  -0.701580
N  3.793689  -0.299156  -1.706280
C  3.689089  1.138944  -1.616380
C  2.772789  1.709544  -2.708380
C  1.333589  1.881044  -2.231480
N  1.185989  3.144044  -1.539380
C  0.064789  3.816144  -1.348480
C  -1.268111  3.327644  -1.472180
C  -2.254911  4.196444  -1.934380
C  -3.574811  3.775944  -2.179980
C  -4.532711  4.698944  -2.815180
C  -3.933811  2.480544  -1.798380
C  -3.022211  1.599044  -1.202480
C  -3.492711  0.396444  -0.594880
N  -2.808111  -0.567256  -0.056080
C  -3.551811  -1.531956  0.731320
C  -2.971911  -1.771556  2.147820
C  -2.147211  -0.608656  2.723520
N  -0.832111  -0.580156  2.140620
C  0.236889  -0.386056  2.809120
C  1.596589  -0.458756  2.322920
C  2.600589  -0.381956  3.287420
C  1.970089  -0.653656  0.938620
O  1.167589  -0.737956  -0.047080
C  -1.639911  1.985544  -1.067580
O  -0.780011  1.267044  -0.479280
H  5.953689  -0.264556  3.708020
H  5.068989  -1.542356  4.521820
H  4.669489  0.115944  4.894320
H  5.348589  -1.067556  1.443720
H  4.160889  -2.149256  -0.889580
H  4.065289  -0.642656  -2.622680
H  4.698489  1.549044  -1.743380
H  3.341589  1.414844  -0.617780
H  2.780589  1.041144  -3.569880
H  3.161589  2.668544  -3.055880
H  1.071889  1.041144  -1.576180
H  0.643589  1.866344  -3.080280
H  2.050389  3.656844  -1.392480
H  0.167589  4.868944  -1.104980
H  -1.979211  5.211644  -2.173180
H  -4.026711  5.455744  -3.411180
H  -5.098011  5.243144  -2.051880
H  -5.268711  4.173044  -3.419180
H  -4.952711  2.162844  -1.953080
H  -4.580611  0.347444  -0.529080
H  -3.582511  -2.486156  0.192720
H  -4.584911  -1.184156  0.832220
H  -2.359611  -2.673856  2.166020
H  -3.815611  -1.950156  2.814920
H  -2.079211  -0.715856  3.812620
H  -2.654711  0.340144  2.509720
H  0.159089  -0.200456  3.882920
H  2.317789  -0.183656  4.310420
I  -1.433211  -2.159256  -2.775880
C  -1.080711  -3.509656  -1.175380
C  -1.159311  -4.878956  -1.339880
C  -0.740911  -5.681256  -0.285780
C  -0.278911  -5.077456  0.876620
C  -0.303611  -3.697056  0.969120
N  -0.709111  -2.918456  -0.039080
H  -1.533211  -5.302256  -2.257780
H  -0.754511  -6.756156  -0.382580
H  0.088589  -5.661456  1.705220
H  0.035489  -3.200656  1.869220

Forces on atoms 1 to 3 (eV/Å):
Rh -0.068 -0.822 2.380
C 0.472 -0.465 0.678
C -0.804 0.173 -0.722

***

Molecular formula: C29H32N2O8TeV
Method: DFT, ωB97M-V/def2-TZVPD

Output
* ⟨S²⟩: 0.76
* 2S+1: 2
* net charge: +2
* F_max: 3.12 eV/Å
* frontier orbital gap (spin up / spin down): 0.2583 / 0.2756 Ha

Element x y z (Å)
V  0.749704  0.237910  -0.510295
O  -3.965018  -0.510081  1.464657
C  -3.235360  0.488179  1.013501
O  -3.152541  0.813113  -0.148800
C  -2.460851  1.195851  2.125461
O  -1.042755  0.956566  2.115900
C  -0.655241  -0.359060  2.506438
C  -0.487447  -1.355464  1.345589
O  -0.383775  -2.528499  1.457498
O  -0.412981  -0.715366  0.143145
H  -4.481029  -0.955914  0.774437
H  -2.586267  2.264951  1.971863
H  -2.864878  0.895809  3.093334
H  0.335221  -0.274893  2.954058
H  -1.340279  -0.776877  3.246493
N  -0.497012  0.409360  -2.215646
C  -0.224835  -0.863005  -2.925262
C  1.289522  -1.091225  -2.827785
O  1.955472  -1.697879  -3.593249
O  1.738836  -0.459958  -1.723430
H  -1.472169  0.445651  -1.903693
H  -0.366435  1.179691  -2.863354
H  -0.549142  -0.871531  -3.962948
H  -0.697382  -1.692035  -2.394145
C  1.227064  7.367205  -5.496090
C  1.540963  6.415467  -4.386545
C  2.807840  6.367242  -3.810421
C  3.112841  5.505132  -2.770894
C  4.522110  5.508173  -2.219955
C  2.086880  4.661548  -2.292435
Te  2.780286  3.607755  -0.575360
N  1.738692  1.866792  -0.253308
C  2.543302  1.029066  0.465722
O  1.968318  0.046883  1.008282
C  4.011858  1.230220  0.503013
C  4.632463  1.684714  1.660741
C  5.989485  1.975476  1.630159
C  6.714484  1.795281  0.461010
C  6.092360  1.317550  -0.687577
C  4.736751  1.041880  -0.678191
C  2.038321  4.590060  1.158633
C  3.120248  5.001955  1.940775
C  2.898073  5.525736  3.201843
C  1.598631  5.625997  3.674735
C  0.533026  5.221905  2.883895
C  0.722319  4.698903  1.608770
C  -0.452043  4.308657  0.760944
C  0.820733  4.641278  -2.888625
C  -0.236622  3.645260  -2.496879
C  0.573229  5.532369  -3.920073
H  2.096513  7.955520  -5.777976
H  0.427920  8.046680  -5.196058
H  0.869870  6.827758  -6.374042
H  3.583784  7.020597  -4.189261
H  5.147530  6.176357  -2.806947
H  4.970133  4.512805  -2.268077
H  4.552367  5.858848  -1.184185
H  4.053974  1.795077  2.569948
H  6.480165  2.329254  2.526656
H  7.777051  1.996417  0.449536
H  6.658144  1.150118  -1.594045
H  4.244237  0.632361  -1.553000
H  4.131142  4.912644  1.555484
H  3.732305  5.848375  3.809131
H  1.412860  6.024723  4.662650
H  -0.479567  5.315446  3.255402
H  -1.380193  4.523577  1.286946
H  -0.423566  3.242914  0.524408
H  -0.448165  4.890198  -0.160835
H  0.129146  2.975532  -1.722868
H  -0.518570  3.075944  -3.386134
H  -1.138407  4.146683  -2.145910
H  -0.410351  5.537040  -4.376500

Forces on atoms 1 to 3 (eV/Å):
V 0.322 1.939 -1.853
O -0.216 -0.374 0.563
C 0.560 0.306 -0.597

***

Molecular formula: C29H32N3O12Ti
Method: DFT, ωB97M-V/def2-TZVPD

Output
* ⟨S²⟩: 0.90
* 2S+1: 2
* net charge: -2
* F_max: 4.71 eV/Å
* frontier orbital gap (spin up / spin down): 0.1468 / 0.1366 Ha

Element x y z (Å)
C  -0.501774  -0.421040  -4.574931
C  -1.290530  -1.513452  -3.845129
C  -0.820849  0.946087  -3.950241
C  -1.802043  0.657159  -2.809802
H  -1.127853  1.667050  -4.706285
H  0.089003  1.305931  -3.486003
C  -1.691374  -0.841516  -2.560688
H  -0.615287  -2.333140  -3.627120
H  -2.105822  -1.951789  -4.416899
C  -0.317550  -0.892196  -1.781176
H  -2.452902  -1.373375  -1.979221
H  -2.788158  1.041506  -3.067241
C  -1.146014  1.265069  -1.550842
C  1.017038  -0.624477  -4.642463
C  -0.812403  -0.329072  -6.033612
O  -1.206820  0.712861  -6.532344
O  1.685842  -1.506244  -4.079115
O  1.570674  0.215343  -5.525700
O  -0.518414  -1.387242  -6.811325
C  -0.402707  -2.728183  -6.271267
H  -1.321850  -3.040523  -5.755626
H  0.455006  -2.814513  -5.587898
H  -0.241227  -3.346709  -7.154062
C  2.909458  -0.135414  -5.918847
H  3.607534  -0.100559  -5.075939
H  3.191695  0.585228  -6.681764
H  2.922137  -1.143899  -6.345487
O  0.009403  0.503754  -1.616527
H  0.474126  -1.372343  -2.411361
H  -0.351097  -1.396687  -0.779769
C  -2.133196  1.149078  -0.396078
C  -0.639593  2.721671  -1.464228
H  0.353109  2.877147  -1.932704
H  -0.486589  2.877952  -0.375915
H  -1.370313  3.467285  -1.832441
H  -1.685115  1.560852  0.513744
H  -2.517596  0.140013  -0.237504
H  -2.990034  1.789322  -0.674427
Ti  1.908774  1.053833  2.975837
C  -2.312642  -2.126471  2.357660
C  -2.923733  -2.157823  1.066626
C  -2.186805  -3.072254  0.251360
H  -3.815815  -1.616803  0.761595
C  -1.127993  -3.613361  1.043861
C  -1.209581  -3.032405  2.345449
H  -0.553269  -3.246174  3.181917
H  -2.638885  -1.540733  3.210925
H  -2.409597  -3.334229  -0.780984
H  -0.391420  -4.341463  0.713271
C  3.978013  0.719882  2.379794
C  3.463761  -0.429832  3.104674
C  2.553794  -1.125007  2.218814
H  3.713687  -0.687529  4.156994
C  2.564288  -0.462863  0.956905
C  3.371730  0.700693  1.065130
H  3.748114  1.266547  0.197176
H  4.746485  1.408286  2.777937
H  2.196868  -2.156911  2.394979
H  2.200089  -0.871210  0.001304
O  -0.054345  2.269275  9.084103
N  0.130351  3.010969  8.096604
O  0.524113  4.192507  8.190539
C  -0.112202  2.424303  6.805181
C  -0.458737  1.068616  6.677482
C  -0.425084  0.448543  5.428205
C  -0.118331  1.167477  4.222570
O  -0.012629  0.617216  2.994687
C  0.162819  2.579907  4.411280
C  0.156962  3.179913  5.670406
N  0.628984  3.413708  3.316213
O  0.521533  4.638276  3.337003
O  1.429296  2.824013  2.407665
N  -0.610419  -1.009805  5.267656
O  0.297748  -1.600464  4.638714
O  -1.643963  -1.559323  5.690478
H  -0.706092  0.553082  7.607119
H  0.466249  4.216659  5.751120

Forces on atoms 1 to 3 (eV/Å):
C 0.666 0.242 -0.833
C -0.152 -0.279 -0.151
C 0.116 -0.121 0.194